No. 1
C19H42NO3OsP3 | wB97M-V/def2-TZVPD

Computed properties:
HOMO-LUMO gap (alpha / beta) in eV: 8.67 / 3.91
Net charge: +4
Lowest unoccupied orbital energy (alpha / beta) in eV: -12.1 / -16.5
HOMO energy (alpha / beta) in eV: -20.73 / -20.43
2S+1: 5
Strongest force on any atom in eV/A: 3.01
⟨S²⟩: 6.04

Element x y z (Å)
Os -0.26 0.52 -0.90
P -1.11 -1.92 -0.89
P 1.19 -0.34 0.77
P 0.95 2.52 -0.70
O -1.05 -0.19 -2.75
O -3.35 0.62 -0.32
O -1.44 1.18 0.73
N -2.36 1.86 2.97
C -1.22 -0.59 -3.99
C -2.75 1.04 0.66
C 0.85 3.32 0.98
C -0.12 -1.22 -4.60
C -1.78 -2.78 0.60
C -0.38 -1.98 -5.73
C -0.01 -3.16 -1.75
C -0.42 2.24 -4.09
C 2.73 2.20 -1.07
C 2.27 0.61 1.96
C -1.44 2.33 -3.20
C -1.57 -1.79 -6.45
C -2.51 -0.47 -4.64
C -2.69 -2.08 -1.83
C -3.42 1.41 1.98
C 0.50 -1.45 2.08
C 0.69 4.04 -1.69
C -2.60 -0.99 -5.92
C 2.45 -1.44 -0.02
H -1.71 -2.25 -7.43
H -1.72 1.09 3.20
H -2.50 -2.22 -2.89
H -0.26 1.37 -4.75
H -0.99 -3.32 1.13
H 0.42 -2.66 -6.02
H 0.16 3.16 -4.33
H -1.76 2.62 2.61
H 3.33 1.90 -0.21
H -2.25 -2.03 1.24
H -0.58 -1.29 2.18
H 0.81 -1.12 -4.04
H -2.55 -3.50 0.29
H 0.71 -2.49 1.82
H 1.65 1.03 2.76
H 2.08 -2.46 -0.10
H -3.24 -2.94 -1.45
H -3.95 0.55 2.41
H -0.28 4.50 -1.47
H -3.49 -0.84 -6.54
H 0.97 -1.23 3.04
H 0.72 -2.66 -2.39
H -2.15 1.51 -3.05
H -0.64 -3.81 -2.37
H 2.98 -0.10 2.41
H 1.52 4.74 -1.48
H 3.35 -1.44 0.60
H 0.71 3.78 -2.75
H -4.13 2.24 1.84
H 1.73 3.97 1.12
H 0.51 -3.77 -1.00
H -2.81 2.18 3.83
H 0.83 2.60 1.80
H -3.35 0.00 -4.10
H -0.06 3.93 1.02
H -3.26 -1.18 -1.63
H 2.80 1.39 -1.81
H 2.70 -1.07 -1.02
H 3.17 3.11 -1.51
H -1.77 3.30 -2.82
H 0.96 0.09 -2.02
H 2.84 1.41 1.48

Atom charges from the natural (NBO) analysis, given in e for atoms 1 to 5: atom 1 (Os): 0.693, atom 2 (P): 1.019, atom 3 (P): 1.155, atom 4 (P): 1.081, atom 5 (O): -0.552



No. 2
C19H43AlO2P3 | wB97M-V/def2-TZVPD

Computed properties:
HOMO-LUMO gap (alpha / beta) in eV: 5.33 / 4.73
Net charge: +3
Lowest unoccupied orbital energy (alpha / beta) in eV: -11.8 / -12.8
HOMO energy (alpha / beta) in eV: -17.09 / -17.52
2S+1: 1
Energy relative to the best compared isomer or geometry (same formula, charge and spin) in kcal/mol: 59.6
Strongest force on any atom in eV/A: 2.87

Element x y z (Å)
P 0.44 2.42 -0.66
P 1.36 -0.50 -1.71
P -1.57 0.44 -2.44
Al -0.49 0.35 0.37
O 0.14 0.15 2.10
O -2.32 0.94 0.97
C -3.27 -0.12 1.36
C 2.18 2.69 -0.15
C 1.12 -3.36 2.09
C 3.01 -1.97 2.68
C -4.49 0.54 1.96
C 2.51 -3.21 2.25
C -2.53 -1.13 -2.51
C 1.04 -2.51 5.30
C -0.43 3.71 0.30
C 0.91 -2.20 -2.24
C 0.40 3.23 -2.31
C 2.82 -0.94 -0.67
C 0.85 -0.97 2.34
C -2.99 1.59 -2.32
C -1.14 0.61 -4.23
C 1.60 -1.31 5.44
C 2.21 -0.84 2.64
C 0.29 -2.26 2.16
C 2.27 0.12 -3.19
H -4.23 1.14 2.84
H -3.10 -1.26 -1.59
H 1.79 -0.17 -4.13
H -3.74 1.19 -1.63
H 0.57 -2.23 -3.29
H -1.85 -1.99 -2.65
H 3.28 -0.31 -3.19
H 2.38 1.21 -3.17
H -3.44 1.68 -3.32
H 3.17 -0.05 -0.14
H -2.74 -0.84 2.00
H 1.79 -2.85 -2.14
H -1.49 -0.27 -4.78
H -0.40 3.47 1.38
H -1.48 3.80 -0.03
H 2.87 2.34 -0.93
H 4.03 -1.86 3.10
H 2.61 0.15 2.88
H -4.95 1.21 1.22
H 0.11 -2.58 -1.59
H -0.89 -1.25 0.35
H 1.70 -3.35 5.07
H -0.79 -2.39 2.10
H 2.57 -1.71 0.06
H -0.05 0.70 -4.37
H 3.61 -1.31 -1.34
H 2.32 3.77 0.00
H -3.45 -0.67 0.42
H -0.01 -2.76 5.46
H -3.21 -1.06 -3.37
H 3.21 -4.05 2.14
H -2.67 2.58 -1.98
H 0.09 4.67 0.14
H 2.69 -1.21 5.33
H 2.38 2.15 0.79
H -0.63 3.40 -2.64
H -1.62 1.51 -4.64
H -2.58 1.83 1.35
H 0.92 2.65 -3.07
H 1.06 -0.41 5.75
H -5.27 -0.17 2.26
H 0.67 -4.36 2.00
H 0.90 4.21 -2.21

Atom charges from the natural (NBO) analysis, given in e for atoms 1 to 5: atom 1 (P): 0.804, atom 2 (P): 1.023, atom 3 (P): 1.091, atom 4 (Al): 1.484, atom 5 (O): -0.838



No. 3
C19H43Br3ClN3O17P | wB97M-V/def2-TZVPD

Computed properties:
HOMO-LUMO gap in eV: 7.66
Net charge: -1
Lowest unoccupied orbital energy in eV: 1.9
HOMO energy in eV: -5.71
2S+1: 1
Energy relative to the best compared isomer or geometry (same formula, charge and spin) in kcal/mol: 0.0
Strongest force on any atom in eV/A: 3.76

Element x y z (Å)
Br 11.16 -22.08 -10.26
Br 9.63 -23.83 -12.39
Br 12.44 -22.64 -13.22
Cl 11.17 -18.09 -13.52
P 5.45 -18.48 -14.52
O 10.15 -20.90 -19.42
O 9.04 -14.56 -14.98
O 12.36 -18.80 -13.18
O 8.48 -15.33 -10.39
O 13.86 -15.29 -15.49
O 11.34 -17.57 -14.86
O 10.98 -16.92 -12.65
O 10.36 -14.50 -16.81
O 10.65 -13.07 -15.13
O 14.39 -14.39 -13.47
O 9.97 -18.91 -13.39
O 11.33 -19.59 -18.00
O 14.55 -16.57 -13.82
O 6.51 -14.61 -9.90
O 10.16 -21.40 -17.34
O 4.02 -18.75 -14.29
O 7.49 -13.90 -11.81
N 5.91 -16.86 -14.77
N 6.42 -18.96 -13.23
N 6.11 -19.25 -15.86
C 14.70 -16.74 -12.41
C 8.43 -15.81 -15.27
C 14.21 -13.08 -13.94
C 7.50 -14.54 -10.79
C 5.30 -16.31 -15.98
C 10.49 -12.89 -13.73
C 10.85 -22.37 -12.16
C 9.74 -15.22 -11.05
C 10.36 -21.15 -15.97
C 10.06 -14.12 -15.71
C 14.24 -15.39 -14.36
C 5.60 -20.58 -16.18
C 7.85 -18.65 -13.06
C 5.83 -15.94 -13.67
C 5.28 -14.02 -10.27
C 6.01 -20.20 -12.59
C 7.33 -18.87 -16.55
C 10.66 -20.56 -18.23
C 10.55 -20.12 -20.53
H 9.63 -15.32 -12.13
H 7.10 -18.31 -17.47
H 11.04 -11.97 -13.49
H 10.35 -21.47 -12.51
H 13.23 -12.92 -14.40
H 4.63 -20.78 -15.73
H 6.34 -15.01 -13.92
H 5.38 -12.96 -10.53
H 4.97 -20.12 -12.25
H 14.89 -12.90 -14.78
H 14.28 -12.35 -13.14
H 9.44 -12.81 -13.48
H 15.48 -16.09 -12.01
H 8.19 -18.98 -12.09
H 8.89 -16.57 -14.63
H 5.62 -15.27 -16.14
H 9.67 -20.39 -15.58
H 7.36 -15.76 -15.06
H 10.02 -20.44 -21.43
H 4.57 -14.13 -9.45
H 7.91 -19.74 -16.84
H 10.06 -22.00 -15.35
H 11.35 -20.81 -15.69
H 6.50 -20.34 -11.62
H 15.10 -17.75 -12.36
H 4.22 -16.20 -15.92
H 10.26 -19.07 -20.42
H 8.61 -16.15 -16.29
H 4.82 -15.65 -13.35
H 10.95 -13.73 -13.21
H 8.04 -17.60 -13.22
H 8.41 -19.21 -13.80
H 10.34 -16.07 -10.74
H 6.20 -21.11 -13.17
H 13.77 -16.56 -11.87
H 5.47 -20.60 -17.27
H 10.27 -14.34 -10.71
H 7.92 -18.22 -15.90
H 6.30 -21.37 -15.92
H 4.88 -14.57 -11.13
H 5.62 -16.84 -16.87
H 6.40 -16.25 -12.79
H 11.62 -20.17 -20.75

Atom charges from the Mulliken analysis, given in e for atoms 1 to 5: atom 1 (Br): -0.097, atom 2 (Br): -0.080, atom 3 (Br): -0.025, atom 4 (Cl): 1.371, atom 5 (P): 0.173



No. 4
C19H43Br4N5O5 | wB97M-V/def2-TZVPD

Computed properties:
HOMO-LUMO gap in eV: 8.84
Net charge: 0
SMILES: CN(C)C=O.CN(C)C=O.CN(C)C=O.CN(C)C=O.CN(C)C=O.BrCCBr.BrCCBr
Lowest unoccupied orbital energy in eV: 0.2
HOMO energy in eV: -8.63
2S+1: 1
Energy relative to the best compared isomer or geometry (same formula, charge and spin) in kcal/mol: 0.0
Strongest force on any atom in eV/A: 1.00

Element x y z (Å)
Br 0.63 0.92 0.28
Br -0.15 5.13 3.74
Br -0.78 0.60 3.94
Br -2.81 -2.06 -0.27
O 5.64 -0.11 0.38
O 2.19 4.66 -2.34
O -5.14 1.02 -6.18
O -3.79 -2.12 4.19
O 2.39 -2.17 -0.59
N -3.97 -0.36 -4.79
N 0.47 5.45 -1.05
N -1.75 -3.12 4.29
N 4.64 0.85 -1.42
N 1.38 -4.02 0.25
C -0.10 6.54 -0.32
C -0.33 3.27 3.25
C 4.64 0.20 -0.23
C -1.23 -1.23 0.47
C 1.64 5.56 -1.73
C -2.67 -2.17 4.63
C -2.69 0.21 -5.11
C 1.90 -3.82 1.59
C -4.02 -1.27 -3.68
C 1.76 -3.19 -0.75
C -0.18 4.17 -0.95
C -5.10 0.17 -5.31
C 5.88 1.20 -2.06
C 0.62 -5.22 -0.03
C -0.69 -0.27 -0.54
C -0.45 -3.15 4.90
C -2.03 -4.13 3.30
C -0.46 2.43 4.50
C 3.40 1.19 -2.11
H -2.62 0.64 -6.11
H -2.38 0.99 -4.41
H -0.53 -2.03 0.68
H 3.63 -0.05 0.12
H 5.79 1.01 -3.13
H -1.44 -3.97 2.39
H -0.05 -5.03 -0.86
H 0.38 3.40 -1.47
H -1.34 2.72 5.08
H -3.81 -0.81 -2.72
H -3.37 -2.13 -3.86
H -1.19 6.43 -0.33
H -6.02 -0.26 -4.87
H -1.92 -0.58 -5.11
H -0.20 -0.74 -1.38
H 1.08 -4.07 2.27
H 3.45 0.87 -3.15
H -1.16 4.21 -1.44
H -1.43 -0.71 1.41
H 2.58 0.63 -1.66
H -1.43 0.41 -0.95
H 0.44 2.51 5.10
H 6.72 0.63 -1.66
H -0.32 -2.32 5.59
H -1.18 3.14 2.59
H 0.35 -3.16 4.16
H 1.28 -6.07 -0.27
H 0.07 -5.52 0.86
H 0.14 7.50 -0.77
H -0.35 -4.03 5.56
H 2.15 -2.79 1.77
H 1.44 -3.51 -1.75
H 0.17 6.58 0.74
H 6.14 2.25 -1.92
H 2.05 6.58 -1.69
H 0.55 2.97 2.68
H -2.24 -1.47 5.36
H 3.20 2.26 -2.08
H -1.75 -5.11 3.69
H -3.09 -4.15 3.07
H -5.01 -1.74 -3.67
H 2.74 -4.49 1.77
H -0.35 3.87 0.09

Atom charges from the Mulliken analysis, given in e for atoms 1 to 5: atom 1 (Br): -0.106, atom 2 (Br): -0.163, atom 3 (Br): -0.011, atom 4 (Br): -0.113, atom 5 (O): -0.659



No. 5
C19H43ClN3Si | wB97M-V/def2-TZVPD

Computed properties:
HOMO-LUMO gap in eV: 8.16
Net charge: +1
Lowest unoccupied orbital energy in eV: -2.3
HOMO energy in eV: -10.45
2S+1: 1
Strongest force on any atom in eV/A: 0.94

Element x y z (Å)
Cl -0.08 0.48 -3.09
Si 0.13 -2.51 -3.40
N 1.79 -2.89 -3.35
N 0.92 3.40 2.06
N -0.90 -3.86 -2.99
C -2.98 -4.26 0.24
C -0.37 -1.97 -5.10
C 0.63 3.16 0.58
C -2.49 5.29 2.88
C 0.15 2.32 2.77
C 3.83 -3.50 -2.20
C 2.49 -3.81 -2.83
C -0.68 2.37 0.50
C 2.38 3.22 2.31
C 0.55 4.84 2.47
C -0.06 -1.07 -2.12
C 0.50 -1.41 0.36
C -0.10 5.06 3.83
C 2.13 -5.28 -2.86
C 1.00 -0.96 -1.02
C -1.60 4.77 4.01
C -2.60 -3.72 -1.15
C -1.11 2.10 1.95
C -1.23 -4.21 -1.61
H 1.47 2.60 0.18
H 2.84 -5.78 -3.51
H 0.48 4.56 4.60
H -1.91 2.78 2.25
H -3.34 -4.01 -1.89
H 4.31 -2.68 -2.74
H -3.51 4.94 3.02
H -1.27 -1.36 -5.12
H -0.45 -3.83 -0.95
H 2.58 3.40 3.37
H -0.54 -2.86 -5.71
H 0.44 -1.41 -5.57
H 2.93 3.94 1.71
H 1.12 -5.43 -3.23
H 2.22 -5.73 -1.87
H -4.03 -4.53 0.29
H -0.05 5.26 1.67
H 4.50 -4.36 -2.17
H -1.44 2.92 -0.05
H -2.79 -3.53 1.02
H 1.49 5.37 2.46
H -2.17 4.95 1.89
H 1.31 0.09 -0.95
H 1.32 -1.79 0.98
H 0.05 6.13 4.01
H -1.49 1.09 2.09
H 0.59 4.12 0.08
H -0.24 -2.21 0.29
H 1.90 -1.51 -1.31
H -1.21 -5.30 -1.50
H 0.78 1.43 2.74
H -1.76 -3.78 -3.54
H -2.40 -5.16 0.48
H -2.51 6.38 2.87
H -1.90 5.25 4.94
H 3.65 -3.16 -1.17
H -0.01 2.60 3.81
H -1.78 3.70 4.17
H -2.61 -2.62 -1.13
H 2.67 2.21 2.04
H -1.05 -1.10 -1.66
H -0.50 1.44 -0.04
H 0.03 -0.59 0.90

Atom charges from the natural (NBO) analysis, given in e for atoms 1 to 5: atom 1 (Cl): -0.099, atom 2 (Si): 1.951, atom 3 (N): -0.942, atom 4 (N): -0.215, atom 5 (N): -1.071



No. 6
C19H43FN2O9P2 | wB97M-V/def2-TZVPD

Computed properties:
HOMO-LUMO gap in eV: 9.55
Net charge: 0
SMILES: CCCN[C@H]1CNC(=O)[C@H]1F.CCOP(=O)(OCC)OCC.CCOP(=O)(OCC)OCC
Lowest unoccupied orbital energy in eV: 0.5
HOMO energy in eV: -9.02
2S+1: 1
Strongest force on any atom in eV/A: 5.76

Element x y z (Å)
P -2.62 -1.80 2.89
P -2.25 2.42 -2.98
F 5.57 0.97 2.31
O 7.92 1.49 0.71
O -1.30 -1.76 1.98
O -2.46 3.70 -2.29
O -2.98 1.25 -2.14
O -2.90 -0.21 3.00
O -1.96 -1.84 4.36
O -0.71 2.05 -2.64
O -3.29 -3.10 2.73
O -2.15 1.69 -4.41
N 8.15 -0.81 0.68
N 4.87 -1.33 0.93
C -2.53 2.37 -5.63
C 0.11 2.93 -1.88
C 6.08 -1.29 1.72
C -1.09 -4.05 4.93
C 4.90 -0.62 -0.35
C -1.95 3.77 -5.74
C -2.13 -2.98 5.20
C -0.05 2.71 -0.39
C 7.63 0.41 1.12
C 7.30 -1.96 1.09
C -4.40 1.28 -2.01
C 6.60 0.06 2.21
C 3.98 -1.27 -1.40
C -1.44 -1.88 0.56
C -2.18 -0.71 -0.06
C -5.32 -0.41 3.50
C -4.22 0.33 2.77
C -5.12 1.07 -3.34
C 2.60 -0.62 -1.44
H -5.20 -0.31 4.58
H 4.60 0.42 -0.18
H -6.18 0.88 -3.17
H -6.29 -0.02 3.22
H 5.80 -1.83 2.63
H 2.07 -0.69 -0.49
H -3.14 -3.37 5.13
H 0.43 1.77 -0.10
H -1.09 2.64 -0.08
H -1.81 0.24 0.32
H -3.62 2.41 -5.70
H -0.86 3.73 -5.81
H -0.07 3.97 -2.17
H -2.20 4.38 -4.87
H 7.07 0.05 3.19
H 3.94 -2.34 -1.19
H -3.25 -0.77 0.18
H -2.09 -0.72 -1.14
H -4.42 0.35 1.70
H -4.71 2.22 -1.56
H 4.46 -1.09 -2.37
H -0.43 -1.94 0.15
H 0.41 3.53 0.17
H -2.34 4.26 -6.62
H 1.99 -1.13 -2.18
H 2.66 0.42 -1.76
H -1.95 -2.82 0.32
H -2.18 1.75 -6.45
H 4.08 -1.03 1.48
H 8.23 -0.79 -0.33
H -5.31 -1.48 3.27
H -1.37 -4.99 5.42
H 5.91 -0.56 -0.76
H 1.14 2.73 -2.17
H 7.89 -2.56 1.77
H 6.90 -2.52 0.25
H -4.18 1.37 3.10
H -4.69 0.23 -3.88
H -4.67 0.47 -1.32
H -5.04 1.96 -3.96
H -0.12 -3.74 5.31
H -2.03 -2.63 6.23
H -0.97 -4.24 3.87

Atom charges from the Mulliken analysis, given in e for atoms 1 to 5: atom 1 (P): 0.989, atom 2 (P): 0.615, atom 3 (F): -0.339, atom 4 (O): -0.570, atom 5 (O): -0.350



Total energy for the records above, in order: -2142.66504, -2165.66942, -10716.51471, -11695.79041, -1663.51935, -2319.12956 Ha